Record 1
71
Properties=species:S:1:pos:R:3:forces:R:3:lowdin_spin:R:1 method="wB97M-V/def2-TZVPD" multiplicity=6 orbital_gap_ev="3.6 / 6.7" charge=-1 e_above_lowest_kcal_mol=2.3
Ru -0.56488 -0.02999 0.25457 0.420 0.678 2.446 2.939
Cl 1.51974 -0.15075 -0.77697 1.745 -0.411 -0.789 0.223
N -0.21514 2.15149 0.22012 -0.945 2.104 -1.686 0.069
N -0.26733 -2.21076 0.44011 -0.799 -2.061 -0.851 0.069
C -1.02562 2.94160 -0.45285 1.875 -1.329 1.928 0.016
C -0.84924 -2.88104 -0.51744 1.395 1.100 2.112 0.021
C 0.97289 2.97977 0.55986 -0.330 0.492 0.077 0.011
C 0.37555 4.37621 0.54805 -0.715 0.400 0.144 0.004
C 2.00221 2.94386 -0.55420 0.329 -0.220 -0.241 0.003
C 1.59374 2.64760 1.89315 -0.012 0.275 0.093 0.003
H 1.53599 3.17119 -1.52304 0.123 -0.062 0.151 0.000
H 2.45501 1.95551 -0.60494 0.074 0.289 -0.152 0.004
H 2.76249 3.70447 -0.33496 -0.032 -0.107 -0.085 0.000
H 0.83606 2.69406 2.68050 0.185 -0.209 -0.007 0.000
H 2.35950 3.40814 2.09801 -0.022 -0.182 0.093 0.000
H 2.07107 1.66605 1.87301 -0.150 0.094 0.046 0.001
C 0.67244 -3.12185 1.17723 -0.396 0.039 -0.490 0.013
C 0.51219 -4.42208 0.39122 -0.199 -0.492 -0.677 0.006
C 0.24601 -3.32178 2.62324 -0.234 0.111 0.130 0.003
C 2.12007 -2.68822 1.11184 0.381 0.193 0.017 0.003
H 2.41184 -2.46668 0.08162 0.003 0.030 0.241 0.003
H 2.73019 -3.51806 1.49019 -0.011 0.096 0.012 0.000
H 2.31514 -1.81319 1.73987 -0.045 -0.078 -0.230 0.001
H -0.79102 -3.67966 2.66563 0.182 0.128 0.091 0.001
H 0.34358 -2.39860 3.20731 -0.092 -0.180 -0.099 0.002
H 0.90064 -4.07780 3.07359 -0.105 0.070 0.005 0.000
O -0.43991 -4.12946 -0.67542 -0.007 -1.142 -0.110 0.011
H 0.09971 -5.24026 0.99349 0.014 0.131 -0.155 0.001
H 1.43397 -4.75968 -0.09961 -0.192 0.107 0.154 0.001
O -0.77968 4.24081 -0.35206 0.476 1.023 -0.037 0.007
H 1.03318 5.15406 0.13738 -0.232 -0.276 0.069 0.001
H 0.01176 4.68401 1.53995 -0.109 -0.060 -0.272 0.000
C -2.11344 2.49877 -1.36041 0.206 0.346 0.528 0.025
C -1.90540 -2.32783 -1.41002 0.066 -0.541 0.144 0.028
C -1.42580 -1.11662 -2.13417 0.770 2.475 -1.108 0.088
H -2.74727 -2.04409 -0.75363 0.280 -0.084 -0.339 0.006
H -2.22765 -3.10533 -2.10643 -0.001 -0.017 0.104 0.003
C -1.41772 0.13633 -1.46598 -3.443 -0.775 -0.681 0.127
C -1.56879 1.35414 -2.13528 0.740 -1.807 -1.525 0.087
H -0.72235 -0.82262 2.06685 -1.086 0.633 0.520 0.034
C -1.08502 1.37159 -3.45309 -0.463 0.271 0.485 -0.001
C -0.69587 0.16428 -4.04946 -0.038 -0.142 0.040 0.063
C -0.93158 2.68593 -4.15797 0.126 0.240 -0.361 -0.002
C -0.91841 -1.07875 -3.43807 -0.366 -0.215 0.306 -0.004
H -0.24922 0.18452 -5.04654 -0.126 0.013 0.207 0.004
C -0.60246 -2.37007 -4.12085 0.163 -0.302 -0.439 -0.002
H -0.10323 -2.19170 -5.07826 -0.026 -0.108 0.079 0.001
H -1.51124 -2.95477 -4.31938 0.138 0.056 -0.007 -0.001
H 0.05486 -2.99102 -3.49478 -0.115 0.117 -0.198 -0.001
H -1.88204 3.23614 -4.22173 0.215 -0.115 -0.014 -0.001
H -0.55303 2.53837 -5.17570 -0.059 0.107 0.129 0.001
H -0.21519 3.32363 -3.61696 -0.182 -0.071 -0.185 -0.001
H -2.42701 3.33326 -1.98238 -0.052 0.106 0.060 0.002
H -2.93846 2.17443 -0.71167 0.006 0.002 -0.362 0.006
C 0.75428 0.67250 6.20566 1.015 -0.313 -0.272 0.063
C 1.48558 0.23095 5.08230 -0.317 0.266 0.682 0.084
C 0.83638 0.11952 3.85463 -0.219 0.066 0.191 0.109
C -0.53432 0.41766 3.74392 -0.436 -0.433 -0.027 0.030
C -1.27572 0.01920 2.58125 1.240 -0.217 0.588 0.210
C -2.61388 0.41126 2.41638 -0.793 0.385 0.604 0.169
C -3.26130 1.10760 3.46447 0.005 -0.506 -1.516 0.079
C -2.61746 1.35285 4.67109 0.286 0.140 0.505 0.190
C -1.25346 0.98016 4.85627 0.245 -0.121 0.113 0.016
C -0.57729 1.06104 6.09814 -0.348 0.132 -0.244 0.113
H 1.25214 0.69837 7.17608 -0.108 0.069 -0.175 0.003
H 2.54258 -0.03532 5.14833 -0.276 0.098 0.190 0.005
H 1.36652 -0.22157 2.96454 -0.103 0.018 0.179 0.008
H -3.10532 0.20451 1.46182 -0.188 0.028 0.394 0.025
H -4.28663 1.44744 3.30781 0.213 -0.080 0.063 0.002
H -3.14577 1.83641 5.50219 0.183 -0.201 -0.330 0.011
H -1.14497 1.38884 6.97637 0.274 -0.069 -0.258 0.005

=====

Record 2
11
Properties=species:S:1:pos:R:3:forces:R:3:mulliken_charge:R:1 method="wB97M-V/def2-TZVPD" orbital_gap_ev=10.8 e_above_lowest_kcal_mol=81.7
C -0.61539 1.25862 -0.38934 2.550 -0.324 -1.461 -0.234
C -0.04583 -0.06536 0.15367 0.875 4.651 -4.230 0.494
C 1.44042 -1.55192 0.03238 -1.970 -2.381 3.224 0.117
H -2.20432 0.82650 0.70267 0.758 1.721 -1.689 0.363
H -0.36276 1.19370 -1.52130 -1.671 -0.233 1.269 0.215
H 0.15727 2.09815 -0.24318 -1.305 -0.843 1.004 0.223
H 2.18801 -2.28791 -0.34988 -0.671 1.157 0.537 0.359
N -0.31815 -0.76170 1.12896 0.083 -1.325 1.128 -0.242
N 0.61679 -1.75412 1.08106 2.815 -2.499 -0.649 -0.485
O -1.92928 1.53154 0.01101 -0.096 -1.647 1.278 -0.521
O 1.07324 -0.48750 -0.60603 -1.367 1.724 -0.410 -0.289

=====

Record 3
88
Properties=species:S:1:pos:R:3:forces:R:3:mulliken_charge:R:1 method="wB97M-V/def2-TZVPD" orbital_gap_ev=7.9 charge=+1
C -4.11077 -0.94299 0.77394 -0.960 -0.575 -0.043 -1.391
N -2.80597 -1.52440 0.42711 -0.745 0.038 -0.769 0.336
C -2.55349 -2.19549 -0.78451 0.813 -0.050 0.305 0.007
P -3.65791 -2.57936 -2.19564 -1.113 0.738 -0.449 0.118
S -5.44349 -1.84330 -2.08274 0.016 0.037 0.297 -0.260
C -1.24129 -2.54399 -0.74257 -0.104 -1.033 -1.106 -0.102
C -0.54808 -3.25241 -1.89592 0.266 0.151 0.330 0.196
C 0.69200 -2.47804 -2.36150 0.089 0.312 -0.578 -0.397
C 0.32034 -1.02284 -2.69864 0.043 -0.321 -0.938 0.305
O -0.72696 -0.75258 -3.24707 0.420 -0.102 0.659 -0.495
N 1.27710 -0.04184 -2.34902 -1.125 -0.710 0.225 -0.116
C 0.83718 0.79793 -1.28441 0.793 0.738 0.385 -0.275
C 1.79646 1.25250 -0.37504 0.501 -0.054 0.258 0.808
C 1.44904 2.09353 0.66069 -0.229 0.755 0.802 0.099
C 0.14063 2.53757 0.84604 -0.023 -0.191 -0.143 0.026
C -0.81077 2.07249 -0.04461 -0.125 0.238 0.124 -1.157
C -0.46766 1.22721 -1.09126 -0.893 -0.395 -0.526 -0.490
N -0.70312 -2.13269 0.48366 -0.482 0.183 -0.178 0.322
P 0.96168 -2.41526 0.97402 0.907 -1.068 0.011 0.339
O 1.45543 -3.66940 0.39082 -0.083 0.028 -0.270 -0.453
C -1.71213 -1.49935 1.14568 0.510 0.662 1.212 0.403
C -1.58445 -0.85717 2.48348 0.427 -1.166 0.025 -0.044
C -1.03601 -1.56034 3.57632 -0.274 1.386 0.320 -0.524
C -0.95398 -0.79949 4.74272 0.232 -0.781 -0.440 -0.906
C -1.39588 0.51631 4.74440 0.093 1.121 1.599 -0.422
N -1.95870 1.21117 3.74940 0.728 -1.992 -0.140 -0.640
C -2.01662 0.45183 2.65512 -0.818 1.060 -1.459 -0.290
H -4.85917 -1.71801 0.56177 0.220 0.261 0.100 0.427
H -4.36804 -0.11060 0.10723 0.361 -0.091 0.294 0.539
H -4.19313 -0.69008 1.83254 0.394 0.055 -0.268 0.456
H -2.98750 -2.06281 -3.33367 0.325 -0.331 0.485 0.194
H -3.65840 -3.98451 -2.38895 0.519 0.291 0.349 0.205
H -1.22625 -3.29259 -2.76034 -0.006 0.221 0.436 0.317
H -0.31523 -4.30738 -1.67161 -0.054 0.887 0.229 -0.793
H 1.02882 -2.94345 -3.30335 0.152 0.118 0.378 0.541
H 1.51670 -2.48138 -1.63986 -0.193 -0.355 -0.241 0.326
H 2.18136 -0.46239 -2.17126 -0.029 0.251 0.176 0.132
H 2.84792 0.96929 -0.43098 -0.427 -0.005 -0.336 -0.625
H 2.19303 2.47822 1.36261 0.039 -0.287 -0.321 0.181
H -0.11999 3.21856 1.65676 0.089 -0.342 -0.488 0.139
H -1.84740 2.39922 0.04569 0.213 -0.058 -0.088 0.632
H -1.26690 0.91409 -1.76155 0.335 0.088 -0.020 0.690
H 1.67560 -1.26619 0.56109 -0.506 0.094 0.328 0.175
H 0.98846 -2.57287 2.37433 -0.379 0.869 -0.284 0.123
H -0.66929 -2.58218 3.55687 -0.335 0.132 -0.110 0.884
H -0.52436 -1.22750 5.64642 -0.163 0.187 -0.165 0.433
H -1.27473 1.07223 5.68147 -0.099 -0.155 -0.293 0.401
H -2.46281 0.93583 1.77806 0.225 -0.100 0.329 0.592
C -6.64179 -4.94980 -4.66983 -0.122 -0.038 0.200 -0.021
Cl -7.82473 -3.99627 -3.77909 0.023 -0.043 -0.099 -0.095
Cl -5.09831 -4.08730 -4.81002 -0.031 -0.124 -0.326 -0.086
Cl -6.40168 -6.51985 -3.90325 0.023 0.039 -0.048 -0.124
H -7.02367 -5.11346 -5.66987 0.078 0.022 0.008 0.356
C 1.24757 5.56266 3.25249 -0.056 0.060 -0.117 -0.165
Cl 0.19083 6.44956 2.15440 0.328 -0.222 0.253 -0.030
Cl 0.46230 4.07221 3.79882 0.073 0.129 0.425 -0.060
Cl 2.79187 5.20125 2.47516 0.000 0.010 0.051 -0.098
H 1.44065 6.18205 4.11966 0.003 -0.058 -0.007 0.407
C 5.76574 0.28421 -0.15423 0.319 0.111 0.027 0.950
Cl 7.43900 -0.14488 -0.47973 -0.106 0.000 0.021 -0.111
Cl 5.51357 2.01907 -0.36250 -0.152 -0.023 0.042 -0.247
Cl 4.66534 -0.63515 -1.19345 0.140 -0.288 -0.094 -0.171
H 5.53834 0.03089 0.87279 0.014 -0.011 -0.025 -0.511
C 2.03749 -6.92685 -0.37449 0.129 -0.144 0.069 0.313
Cl 0.96254 -6.08324 -1.49897 0.232 -0.525 -0.099 -0.160
Cl 1.22861 -8.33069 0.32088 -0.002 0.080 0.000 -0.128
Cl 3.53018 -7.39885 -1.18216 -0.053 0.061 0.028 -0.125
H 2.28374 -6.24095 0.42716 -0.057 0.053 -0.078 0.100
C 5.04796 -0.86775 4.14472 0.175 -0.196 -0.023 -0.089
Cl 4.03434 0.04820 3.01781 -0.169 0.095 0.009 -0.019
Cl 4.24458 -2.36514 4.62139 -0.024 0.059 -0.003 -0.120
Cl 6.62250 -1.20414 3.42702 -0.101 0.063 0.002 -0.104
H 5.19829 -0.26437 5.03161 -0.039 0.013 -0.047 0.328
C -0.73926 8.85462 -1.15279 -0.045 -0.025 -0.138 0.068
Cl -1.99517 9.61999 -2.12403 0.053 -0.006 0.059 -0.116
Cl -1.45113 7.97847 0.20843 -0.257 0.230 -0.218 -0.131
Cl 0.24279 7.77134 -2.14082 0.015 0.028 0.056 -0.116
H -0.09566 9.63000 -0.75628 -0.023 -0.038 0.007 0.292
C 8.62887 4.05229 -0.11113 0.118 0.070 -0.023 0.694
Cl 9.14570 4.71076 -1.66366 -0.045 -0.040 0.039 -0.117
Cl 9.95484 3.19638 0.67975 -0.061 -0.017 -0.009 -0.123
Cl 7.99700 5.32953 0.93253 -0.039 -0.049 -0.011 -0.128
H 7.83194 3.34357 -0.29263 0.057 0.011 0.002 -0.261
C -6.91177 1.58248 -3.10761 -0.059 0.049 -0.129 0.361
Cl -6.36886 1.77008 -1.43443 0.014 0.013 0.078 -0.127
Cl -8.63317 1.93457 -3.24385 0.062 -0.047 0.026 -0.124
Cl -5.97326 2.61789 -4.18338 0.009 -0.067 0.038 -0.124
H -6.74939 0.55156 -3.40020 0.034 0.029 0.049 -0.006

=====

Record 4
58
Properties=species:S:1:pos:R:3:forces:R:3:mulliken_charge:R:1 method="wB97M-V/def2-TZVPD" orbital_gap_ev=5.8 charge=-1
C 2.04368 -4.59712 0.98355 -0.016 -0.071 -0.048 -0.450
C 2.53642 -3.34192 1.35436 -0.317 0.113 -0.257 -0.888
C 1.71248 -2.21786 1.27993 -0.070 -0.499 0.096 -0.203
C 0.35367 -2.35703 0.92416 0.559 -0.473 -0.268 0.947
C -0.58581 -1.31985 1.29008 -1.273 -0.496 0.144 0.581
C -0.26829 -0.45141 2.34470 0.090 1.020 1.455 -0.389
N -0.02660 0.32306 3.20234 -0.270 -1.192 -1.489 -0.887
S -2.29080 -1.97143 1.34683 1.653 2.059 0.767 1.400
C -3.11535 -0.80028 2.43036 -0.416 -0.003 0.036 -0.615
C -3.59108 -1.18917 3.68330 0.150 0.182 -0.127 -0.199
C -4.29245 -0.26175 4.45795 0.060 -0.032 -0.195 -0.577
C -4.53619 1.02483 3.96892 0.134 -0.077 -0.140 -0.388
C -4.04622 1.40510 2.71564 0.055 -0.221 0.084 -0.822
C -3.32880 0.48592 1.95218 0.044 0.137 -0.150 0.791
O -2.84035 -1.81322 0.02093 -0.521 -0.561 -0.128 -0.657
O -2.34347 -3.23310 2.03847 -0.363 -0.517 -0.187 -0.740
C -0.04315 -3.57274 0.29732 0.383 0.088 0.124 -0.186
C 0.77073 -4.69553 0.40127 0.355 0.379 0.021 -0.962
H 2.65436 -5.49163 1.11426 -0.110 0.235 -0.078 0.344
H 3.55626 -3.22619 1.72220 -0.204 -0.073 -0.132 0.389
H 2.08617 -1.22866 1.54423 -0.056 -0.348 0.199 0.368
H -3.39056 -2.19778 4.04142 -0.071 0.231 -0.110 0.430
H -4.64598 -0.55467 5.44641 0.031 0.108 -0.235 0.351
H -5.10371 1.73924 4.56596 0.152 -0.180 -0.100 0.357
H -4.21582 2.41014 2.32568 0.044 -0.270 0.151 0.399
H -2.90694 0.74972 0.97915 -0.343 -0.013 0.386 -0.048
H -0.98103 -3.64611 -0.25598 0.123 0.037 0.497 0.487
H 0.40479 -5.65749 0.03837 0.143 0.257 0.006 0.365
C 4.57389 1.38073 -4.88133 -0.210 -0.053 0.208 -0.624
C 3.25347 1.08875 -4.53480 0.137 -0.047 0.111 -0.707
C 2.90401 1.05037 -3.18652 -0.131 0.146 0.073 0.501
C 3.84466 1.30480 -2.20170 -0.015 0.122 0.005 0.083
C 5.15925 1.62369 -2.53926 -0.119 -0.063 -0.051 -0.699
C 5.52155 1.65706 -3.88639 -0.186 -0.070 0.201 -0.541
S 3.26569 1.25918 -0.50112 -0.530 -0.942 -0.293 1.325
O 3.83037 0.10313 0.15913 0.090 0.879 -0.179 -0.603
O 3.39032 2.58058 0.06526 0.162 -0.516 -0.096 -0.665
C 1.54890 0.94785 -0.89313 -0.511 0.094 0.171 -0.306
C 0.57596 1.05804 0.04297 1.436 1.147 -0.569 -1.302
C -0.77907 1.47699 -0.30896 -1.604 -0.273 -0.400 1.672
C -1.57933 0.67355 -1.13518 -0.037 0.230 0.057 0.054
C -2.82861 1.12046 -1.56976 0.324 0.194 -0.014 -1.017
C -3.26069 2.40898 -1.24253 0.144 -0.115 0.061 -0.494
C -2.48830 3.20812 -0.39012 -0.013 -0.188 -0.093 -0.737
C -1.28291 2.72610 0.11365 0.687 -0.328 -0.096 -0.603
S 1.20270 0.83020 -2.63935 0.546 -0.158 0.389 1.435
O 0.46104 1.98248 -3.08965 0.163 -0.462 -0.148 -0.632
O 0.76908 -0.51370 -2.94644 0.157 0.775 -0.175 -0.621
H 4.85852 1.39836 -5.93288 -0.040 0.027 0.273 0.373
H 2.48921 0.89101 -5.28433 0.224 0.063 0.085 0.439
H 5.86752 1.84772 -1.74376 -0.055 -0.055 -0.236 0.441
H 6.54857 1.90169 -4.15575 -0.270 -0.067 0.025 0.372
H 0.91997 1.20440 1.06447 -0.203 -0.049 0.095 0.681
H -1.21741 -0.31358 -1.41577 -0.202 0.214 0.118 0.362
H -3.43774 0.45523 -2.18381 0.141 0.262 0.176 0.406
H -4.19539 2.79127 -1.65714 0.212 -0.120 0.215 0.383
H -2.81608 4.21708 -0.12790 0.055 -0.358 -0.030 0.407
H -0.66506 3.32634 0.78810 -0.298 -0.108 -0.210 0.420